# 1
8 unconnected molecules or ions with the total composition C17H41N7O14S in a non-equilibrium geometry, computed with the ωB97M-V functional and the def2-TZVPD basis.

```
80
Properties=species:S:1:pos:R:3:forces:R:3
C -6.477440 -3.203470 -14.334370 0.73 1.53 -0.92
N -6.564820 -4.618490 -14.117520 -1.45 -2.04 1.33
O -5.537190 -5.285290 -14.019200 -1.05 0.68 -0.44
O -7.713850 -5.040970 -13.892650 1.67 0.11 -0.54
H -6.461950 -2.737510 -13.349110 0.22 0.02 -0.09
H -7.319180 -2.801510 -14.898290 0.00 -0.69 0.26
H -5.586220 -2.992940 -14.925570 -0.02 -0.02 0.58
C -3.261550 -0.624120 -22.255520 -1.86 0.07 -0.37
N -4.137350 -1.577840 -23.024940 -0.58 -0.89 0.20
O -4.813560 -2.387100 -22.413270 0.35 0.07 0.13
O -4.196880 -1.441140 -24.231560 0.31 0.08 0.02
H -3.838500 -0.398480 -21.358680 0.37 -0.16 0.14
H -3.422520 0.201850 -22.948310 1.50 0.43 0.41
H -2.293250 -1.059770 -22.009150 -0.13 0.38 -0.47
C -3.899950 -0.405150 -17.632670 -1.58 -0.75 0.87
N -4.830930 -1.117760 -16.632530 1.01 -1.04 0.97
O -5.796570 -1.774370 -17.012430 0.76 1.13 0.04
O -4.473880 -1.053030 -15.445000 -0.75 0.20 -1.52
H -4.045630 -0.932120 -18.575640 0.25 0.31 0.12
H -2.910450 -0.501210 -17.185730 -0.20 0.16 -0.32
H -4.337770 0.592010 -17.586930 0.51 0.18 -0.48
C -8.658580 -0.669140 -15.199880 -0.92 1.13 -1.38
C -9.469420 -0.192280 -16.505330 -0.27 0.43 0.67
O -10.251110 0.969190 -16.143020 -1.14 0.25 3.17
S -10.422630 1.054020 -14.418730 1.64 -0.32 -1.93
O -11.387800 0.075870 -14.010350 0.62 0.68 -0.21
O -10.469230 2.413590 -13.906160 0.48 -2.66 -1.34
O -8.874370 0.396740 -14.268490 -0.98 0.72 0.68
H -7.603460 -0.801120 -15.439470 0.07 0.61 0.26
H -8.999250 -1.620940 -14.792290 -0.51 0.18 -0.09
H -10.086960 -1.013710 -16.868620 -0.19 0.17 0.03
H -8.972560 0.322900 -17.327410 0.94 -1.15 0.08
C -1.117440 1.451590 -19.606200 -1.06 0.06 -0.83
O -1.368110 0.692110 -20.536020 0.55 0.31 0.57
N -0.458210 2.616530 -19.713170 1.39 3.73 1.08
C -0.363590 3.684540 -18.565410 -0.38 -2.03 -0.63
C 0.224650 3.113380 -20.924460 0.54 -1.53 -0.63
H -1.555580 1.296690 -18.608080 0.30 -0.04 0.13
H -0.557000 3.203000 -17.606870 -0.52 -0.13 -0.14
H -1.059870 4.505160 -18.738320 -0.05 -0.21 -0.11
H 0.631160 4.097370 -18.397630 0.21 -0.22 -0.83
H 1.293830 3.225010 -20.744160 0.01 0.17 0.41
H 0.200740 2.362150 -21.713880 -0.34 -0.28 0.19
H -0.094650 4.022220 -21.434500 -0.71 0.24 0.78
C -5.730040 2.544210 -20.804160 2.52 0.25 1.17
O -4.951860 2.204380 -19.859940 -1.73 0.71 -2.71
N -5.307080 3.107600 -21.984150 0.75 -0.23 0.82
C -3.902200 3.297830 -22.335180 0.58 -1.16 0.82
C -6.100940 3.649370 -23.055740 -1.50 0.19 1.10
H -6.820470 2.451850 -20.683110 0.11 0.05 -0.33
H -3.579310 4.315120 -22.556460 -0.66 0.26 0.05
H -3.736960 2.696720 -23.229310 0.35 0.01 -0.06
H -3.254710 2.951480 -21.529640 -0.12 -0.26 -0.05
H -5.665460 4.633610 -23.228160 -0.32 -0.08 -0.71
H -6.187460 2.998310 -23.925640 0.47 0.14 -0.14
H -7.113910 3.798490 -22.681900 -0.16 0.10 -0.11
C -7.400500 4.470740 -16.960110 -2.71 -0.46 -0.32
O -8.612620 4.587590 -17.176070 1.68 -0.17 -0.03
N -6.663960 3.353720 -17.177230 -0.29 0.76 -1.43
C -5.331740 3.371400 -16.654710 -0.08 -0.15 0.67
C -7.146430 2.090350 -17.759000 -0.33 0.03 0.26
H -6.847520 5.297360 -16.487740 0.23 -0.14 -0.12
H -4.971910 4.375710 -16.431150 -0.03 0.21 -0.74
H -4.703650 2.852660 -17.378950 0.41 -0.06 0.59
H -5.431330 2.994200 -15.636920 0.87 -1.03 0.02
H -7.300310 1.403640 -16.926630 -0.31 -0.15 -0.10
H -8.025850 2.166670 -18.398440 -0.59 0.71 0.85
H -6.517140 1.590040 -18.495060 1.09 0.52 0.56
C -3.535820 -4.350030 -18.144380 0.34 1.30 1.15
O -3.358320 -3.201560 -18.504020 0.65 0.87 -0.42
N -4.534860 -5.086040 -18.566640 0.88 -0.81 -0.23
C -5.423240 -4.628620 -19.585180 -0.08 -0.58 0.16
C -4.803560 -6.346100 -17.971460 0.02 -0.45 1.40
H -2.946130 -4.744660 -17.302510 0.07 -0.49 -0.25
H -6.375860 -4.532540 -19.064240 -0.46 0.27 -0.67
H -5.410360 -5.480750 -20.264750 -0.69 0.45 -0.67
H -5.063360 -3.701710 -20.031760 -0.19 -0.22 0.05
H -3.966940 -6.632840 -17.334310 0.12 0.02 -0.08
H -5.626270 -6.189820 -17.273730 -0.46 -0.57 -0.09
H -4.980090 -7.183900 -18.646030 -0.19 0.31 -0.28
```
Positions in Å, forces in eV/Å.

SMILES: C[N+](=O)[O-].C[N+](=O)[O-].C[N+](=O)[O-].O=S1(=O)OCCO1.CN(C)C=O.CN(C)C=O.CN(C)C=O.CN(C)C=O
Spin multiplicity: 1
HOMO (eV): -9.22
LUMO (eV): -0.11
Energy (eV): -68212.74840

These are the Mulliken partial charges, in e, on atoms 1 to 5: number 1, C, carries -0.34; number 2, N, carries 0.94; number 3, O, carries -0.55; number 4, O, carries -0.56; number 5, H, carries 0.31



# 2
A molecular structure, C3H4HgO5 in a non-equilibrium geometry, computed with the ωB97M-V functional and the def2-TZVPD basis.

```
13
Properties=species:S:1:pos:R:3:forces:R:3
C 2.135949 -0.355391 1.328135 0.17 0.99 0.27
C 1.103990 0.475960 1.823740 0.14 0.76 0.00
O -0.157584 0.586281 1.475048 0.92 0.71 0.60
C -0.699017 0.821618 0.207043 -4.85 1.74 1.21
O -1.644119 1.597398 0.111625 2.66 -0.64 0.71
O -0.438912 -0.077912 -0.619929 3.96 -1.44 0.28
O 2.109712 -1.107956 0.303100 -1.44 0.21 -1.32
H 3.102643 -0.247728 1.826469 -0.24 -0.40 0.03
H 1.385746 1.211146 2.578408 0.01 -0.54 0.31
H 1.268905 -0.918971 -0.251740 0.82 -0.61 0.76
O -2.798150 -0.617099 -3.388853 -2.50 -0.49 -4.36
H -3.584334 -1.160411 -3.419998 -0.17 -0.10 0.50
Hg -1.784831 -0.206937 -1.973048 0.52 -0.20 1.00
```
Positions in Å, forces in eV/Å.

Spin multiplicity: 2
HOMO (spin up / spin down) (eV): -14.55 / -14.55
LUMO (spin up / spin down) (eV): -4.30 / -7.92
Expectation value of S²: 0.7541
Total charge: +1
Energy (eV): -17577.04353

These are the natural (NBO) partial charges, in e, on atoms 1 to 5: number 1, C, carries 0.28; number 2, C, carries 0.26; number 3, O, carries -0.45; number 4, C, carries 0.96; number 5, O, carries -0.55



# 3
A molecular structure, C10H17N3 in a non-equilibrium geometry, computed with the ωB97M-V functional and the def2-TZVPD basis.

```
30
Properties=species:S:1:pos:R:3:forces:R:3
C 2.969335 1.515985 0.214120 -0.46 1.11 -0.35
C 2.249654 -0.449941 0.011601 -1.57 -1.65 -0.71
C 1.195912 0.356319 -0.293358 -4.07 -1.72 -0.57
C 2.265643 -1.956096 -0.039481 0.06 -0.24 2.52
C 0.921382 -2.461034 -0.540762 -0.44 0.31 2.56
C -0.237751 -1.653944 0.109080 -2.00 -0.71 1.90
C -1.177951 0.985179 1.408557 -1.72 -1.46 -1.23
C -1.488772 1.732263 -1.070451 -1.10 2.79 2.50
C -2.859781 0.004129 -0.058879 0.16 1.21 -1.33
C -1.493954 0.590521 -0.051125 0.65 0.17 0.50
N 3.326366 0.284939 0.285740 1.36 -0.18 0.52
N 1.614722 1.648920 -0.150556 0.62 2.86 0.16
N -0.533805 -0.396306 -0.606807 4.78 1.30 0.75
H 3.737105 2.269142 0.357108 -0.83 0.55 -0.09
H 2.983985 -2.241025 -0.761186 1.16 -0.43 -0.55
H 2.615110 -2.359021 1.005086 -0.75 0.58 -1.86
H 0.976803 -2.248236 -1.533364 -0.48 1.22 -3.09
H 0.768018 -3.544591 -0.629557 0.08 0.13 1.12
H -1.161890 -2.278141 0.153175 0.29 0.34 -0.85
H -0.189229 -1.498202 1.269757 0.97 -0.18 -1.86
H -2.050518 1.429009 1.808210 -1.29 0.21 0.65
H -0.896043 0.148352 2.031999 0.26 -0.01 0.06
H -0.542927 1.771956 1.408949 2.75 2.03 0.27
H -2.396731 1.809647 -1.621424 -0.65 -0.38 -0.62
H -0.695513 1.598271 -1.678689 2.40 -0.57 -2.43
H -1.358087 2.828171 -0.728666 -0.17 -1.63 0.39
H -3.102062 -0.539124 -0.919890 -0.35 -0.38 -1.76
H -2.933541 -0.665092 0.666658 -0.20 -3.25 3.49
H -3.619329 0.699773 0.195660 -0.60 1.07 -0.21
H 1.113846 2.618172 -0.241500 1.15 -3.10 0.12
```
Positions in Å, forces in eV/Å.

Spin multiplicity: 1
HOMO (eV): -8.27
LUMO (eV): 0.74
Energy (eV): -15112.25620

These are the natural (NBO) partial charges, in e, on atoms 1 to 5: number 1, C, carries 0.15; number 2, C, carries 0.01; number 3, C, carries 0.27; number 4, C, carries -0.40; number 5, C, carries -0.41